# C3H7O2S

2 unconnected molecules or ions with the total composition C3H7O2S in a non-equilibrium geometry (ωB97M-V with the def2-TZVPD basis set, the Open Molecules 2025 dataset).

The calculation puts the HOMO-LUMO gap at 6.33 eV. Its LUMO energy is 0.1341 Eh. As for the total energy: -667.1955 hartree. Its maximum force is 1.11 eV Å⁻¹. Its net charge is -1.

Last column: Mulliken charge in e.
CARTESIAN COORDINATES (ANGSTROEM)
O 0.059 -1.453 3.516  -0.53
C 0.032 -1.597 2.317  0.02
C -0.723 -0.731 1.352  -0.36
C -0.498 -1.095 -0.124  -0.78
S -1.494 -0.060 -1.234  -0.67
H 0.643 -2.370 1.801  0.35
H -0.607 0.335 1.534  0.30
H -1.788 -0.945 1.508  0.20
H -0.842 -2.126 -0.263  0.21
H 0.576 -1.068 -0.333  0.26
H 1.296 3.340 -4.004  0.33
H 1.687 3.706 -2.589  0.33
O 1.659 4.065 -3.479  -0.67

Forces on atoms 1 to 6 (eV/Å):
O 0.1 -0.3 0.1
C 0.2 0.8 -0.5
C -0.7 -0.7 -0.5
C -0.2 0.1 0.3
S 0.2 0.2 -0.1
H 0.0 -0.3 0.3